A molecular structure, C43H32ClO3P2SSbSe4W in a non-equilibrium geometry, computed with the ωB97M-V functional and the def2-TZVPD basis.

Its spin multiplicity is 3. The frontier orbital gap (alpha / beta) comes out at 5.69 / 4.90 eV. Its expectation value of S² is 2.08. The net charge is 0. The calculation puts the highest occupied orbital energy (alpha / beta) at -7.200 / -7.119 eV. The value obtained for the LUMO energy (alpha / beta) is -1.5 / -2.2 eV. The largest force on an atom is 0.0462 Eh/bohr.

```
88
C43H32ClO3P2SSbSe4W, DFT the ωB97M-V functional and the def2-TZVPD basis
W -2.31817 0.52335 -2.11745
O -2.62474 3.32639 0.22981
S -1.64745 2.19970 0.13072
C -1.67960 1.33352 1.65704
C -1.78650 2.12191 2.79601
C -1.82291 1.50331 4.03299
C -1.75454 0.11642 4.10288
C -1.69238 -0.65091 2.94602
C -1.66155 -0.06177 1.68259
P -1.71773 -1.08471 0.12742
C -3.09816 -2.22781 0.48013
C -4.10747 -1.99659 1.40906
C -5.07720 -2.96207 1.65030
C -5.04905 -4.16572 0.95502
C -4.07350 -4.37753 -0.00078
C -3.11552 -3.40811 -0.24014
C -0.35825 -2.32837 0.21115
C -0.23498 -3.24646 1.25788
C 0.78371 -4.19042 1.25786
C 1.66040 -4.27236 0.17828
C 1.50532 -3.40676 -0.89361
C 0.51136 -2.42688 -0.86540
C -0.01189 3.02957 0.17519
C -0.11921 4.41408 0.08464
C 1.03074 5.19568 -0.02992
C 2.26921 4.58727 -0.09533
C 2.36036 3.20000 -0.00410
C 1.24216 2.39504 0.14859
P 1.34964 0.56090 0.34704
C 1.55118 0.38211 2.16702
C 1.41880 1.41510 3.08736
C 1.55471 1.16935 4.45706
C 1.81942 -0.11112 4.91645
C 1.94996 -1.15709 4.00050
C 1.81125 -0.91267 2.64117
C 3.05968 0.13737 -0.21105
C 3.19738 -0.49277 -1.44562
C 4.45326 -0.83825 -1.94453
C 5.59156 -0.55503 -1.20465
C 5.47149 0.05945 0.03982
C 4.21789 0.39709 0.53201
H -1.85378 3.20145 2.69546
H -1.90874 2.09566 4.93797
H -1.77620 -0.38043 5.06641
H -1.70250 -1.72630 3.04645
H -4.15382 -1.05799 1.94463
H -5.86098 -2.76785 2.37795
H -5.80410 -4.92366 1.14315
H -4.06959 -5.28792 -0.58788
H -2.36642 -3.58724 -0.98873
H -0.95362 -3.26509 2.06602
H 0.87711 -4.87857 2.09004
H 2.44512 -5.02043 0.16992
H 2.15188 -3.48928 -1.76115
H 0.38934 -1.74791 -1.70034
H -1.10065 4.86140 0.09455
H 0.94369 6.27447 -0.08041
H 3.17074 5.18002 -0.21689
H 3.33621 2.74097 -0.06951
H 1.22105 2.42562 2.74478
H 1.45444 1.98830 5.16124
H 1.93008 -0.29839 5.97963
H 2.16073 -2.16233 4.34853
H 1.91972 -1.73409 1.93423
H 2.31208 -0.71343 -2.03088
H 4.53459 -1.33006 -2.90814
H 6.57084 -0.81222 -1.59184
H 6.35635 0.27242 0.62883
H 4.13776 0.85541 1.51208
Cl 1.82667 2.37046 -7.23794
C 1.16429 2.06548 -5.65004
C 2.02080 1.84390 -4.58979
C 1.49138 1.51984 -3.35544
C 0.11881 1.44040 -3.18123
O -0.37399 0.93210 -2.03990
C -0.75734 1.83314 -4.21513
C -2.21031 1.98171 -3.93445
O -2.57436 2.31788 -2.66111
C -0.20407 2.06990 -5.46673
H 3.09382 1.88485 -4.74107
H 2.14634 1.28399 -2.53016
H -2.90514 2.33616 -4.66545
H -0.85986 2.28122 -6.30596
Se -5.00607 0.49763 -4.50590
Sb -4.37334 -1.03107 -2.70775
Se -1.64038 -1.35702 -3.53475
Se -4.29804 0.66921 -0.68003
Se -5.87918 -2.84648 -2.65276
```

2 unconnected molecules or ions with the total composition C3H8N2S in a non-equilibrium geometry, computed with the ωB97M-V functional and the def2-TZVPD basis.

Its spin multiplicity is 1. The frontier orbital gap (alpha / beta) comes out at 6.97 / 6.98 eV. The net charge is 0. The calculation puts the highest occupied orbital energy (alpha / beta) at -7.865 / -7.865 eV. The value obtained for the LUMO energy (alpha / beta) is -0.9 / -0.9 eV. The relative energy (zero: lowest compared OMol25 entry of this formula, charge and spin) is 128.9 kcal per mole. The largest force on an atom is 0.0769 Eh/bohr.

```
14
C3H8N2S, DFT the ωB97M-V functional and the def2-TZVPD basis
C 0.10640 0.74148 2.20082
C 0.44074 -0.45815 1.43010
C -0.01463 0.80183 0.70908
N 0.22314 -1.01659 -2.63188
N -0.53228 0.12309 -2.34564
S -1.48595 0.81704 -0.09429
H -0.92243 0.69000 2.63761
H 0.84747 1.42460 2.85565
H 1.40963 -0.79620 1.37268
H -0.36711 -1.24100 1.43376
H 0.71478 1.48088 0.16179
H -0.22312 -1.89001 -2.42464
H -1.43878 0.05351 -2.77796
H 1.24214 -0.73049 -2.52711
```

A single C9H10O2S2 molecule in a non-equilibrium geometry, computed with the ωB97M-V functional and the def2-TZVPD basis.

Its spin multiplicity is 1. The frontier orbital gap (alpha / beta) comes out at 6.79 / 6.79 eV. The net charge is 0. The calculation puts the highest occupied orbital energy (alpha / beta) at -8.209 / -8.210 eV. The value obtained for the LUMO energy (alpha / beta) is -1.4 / -1.4 eV. The relative energy (zero: lowest compared OMol25 entry of this formula, charge and spin) is 89.8 kcal per mole. The largest force on an atom is 0.0855 Eh/bohr.

```
23
C9H10O2S2, DFT the ωB97M-V functional and the def2-TZVPD basis
C 1.43110 -2.99912 1.69900
C 0.22118 -2.73105 2.37730
C 2.03525 -2.08926 0.92351
C -0.35312 -1.49040 2.21550
C 1.31219 -0.87573 0.64604
C 0.17406 -0.56481 1.36958
C -0.18088 1.57927 -0.61051
C -0.90535 0.74661 -1.63893
C 0.07904 2.99852 -0.73908
O -0.13952 2.05678 1.93620
O -2.11406 0.81957 1.00647
S 1.97717 0.11814 -0.58783
S -0.68530 1.04274 1.07201
H 1.80787 -3.99539 1.65729
H -0.18096 -3.36898 3.02436
H 2.96844 -2.24775 0.42524
H -1.13937 -1.17451 2.84658
H -1.45347 -0.01104 -1.10734
H -0.23643 0.23598 -2.29095
H -1.51763 1.51649 -2.19054
H 0.29546 3.24854 -1.70929
H 0.90070 3.42737 -0.17343
H -0.77774 3.60956 -0.24560
```